A structure of composition C23H17ClN3O2S2Tc, computed with ωB97M-V with the def2-TZVPD basis set.

The spin multiplicity is 2. The calculation puts the highest occupied orbital energy (alpha / beta) at -11.17 / -11.22 eV. The value obtained for the frontier orbital gap (alpha / beta) is 6.233 / 6.456 eV. The total energy comes out at -69076.8838 eV. As for the net charge: +1.

Geometry (Å):
Tc1 -0.529 -0.791 1.305
O1 -2.065 -0.030 -2.113
S1 -1.791 0.395 -0.783
O2 -2.381 -0.409 0.310
N1 -0.235 0.199 -0.357
C1 0.944 0.842 -0.521
C2 1.301 1.753 -1.507
C3 2.592 2.283 -1.521
C4 3.527 1.920 -0.582
C5 3.208 0.984 0.425
C6 4.123 0.527 1.392
C7 3.711 -0.400 2.321
C8 2.385 -0.833 2.323
N2 1.477 -0.406 1.446
C9 1.896 0.461 0.474
C10 -2.277 2.091 -0.529
C11 -2.405 2.539 0.775
C12 -2.842 3.835 1.001
C13 -3.130 4.662 -0.075
C14 -2.991 4.202 -1.376
C15 -2.561 2.905 -1.612
H1 0.596 2.019 -2.282
H2 2.858 2.984 -2.297
H3 4.520 2.335 -0.605
H4 5.129 0.911 1.387
H5 4.393 -0.797 3.056
H6 2.036 -1.541 3.059
H7 -2.194 1.868 1.599
H8 -2.966 4.198 2.010
H9 -3.467 5.671 0.108
H10 -3.231 4.855 -2.200
H11 -2.465 2.509 -2.611
S2 -1.386 -1.203 5.852
C16 -1.119 -1.139 4.305
N3 -0.892 -1.119 3.135
Cl1 2.474 -2.907 -0.502
C17 0.894 -3.262 -1.098
C18 0.742 -3.621 -2.424
C19 -0.530 -3.815 -2.940
C20 -1.645 -3.640 -2.133
C21 -1.483 -3.352 -0.796
C22 -0.209 -3.182 -0.235
C23 -0.069 -2.942 1.201
H12 1.613 -3.735 -3.049
H13 -0.650 -4.098 -3.974
H14 -2.634 -3.746 -2.549
H15 -2.340 -3.264 -0.145
H16 0.912 -3.247 1.564
H17 -0.843 -3.472 1.765



A structure of composition C23H17ClN7O4PdSSe2, computed with ωB97M-V with the def2-TZVPD basis set.

The spin multiplicity is 3. The relative energy (zero: lowest compared OMol25 entry of this formula, charge and spin) is 14.7 kcal per mole. The calculation puts the highest occupied orbital energy (alpha / beta) at -4.00 / -4.74 eV. The value obtained for the frontier orbital gap (alpha / beta) is 6.462 / 6.252 eV. The total energy comes out at -200280.6931 eV. As for the net charge: -1.

Geometry (Å):
Pd1 -0.102 0.380 0.142
O1 4.585 -0.698 4.095
C1 5.033 -0.686 2.867
O2 6.211 -0.843 2.618
C2 4.041 -0.470 1.754
C3 4.415 -0.263 0.443
Cl1 6.001 -0.100 -0.149
N1 3.296 -0.139 -0.321
N2 2.202 -0.218 0.468
C4 2.614 -0.410 1.711
C5 1.557 -0.460 2.824
O3 1.984 -0.452 4.011
O4 0.366 -0.463 2.485
C6 3.131 -0.041 -1.749
C7 1.905 0.364 -2.268
C8 1.716 0.431 -3.637
C9 2.740 0.103 -4.512
C10 3.953 -0.321 -3.997
C11 4.151 -0.406 -2.626
H1 3.556 -0.589 4.132
H2 1.071 0.586 -1.615
H3 0.746 0.733 -4.014
H4 2.587 0.154 -5.584
H5 4.760 -0.602 -4.662
H6 5.089 -0.773 -2.254
N3 -1.188 1.995 2.151
C12 -0.051 2.243 1.380
S1 -0.173 2.862 -0.207
N4 1.035 2.464 2.198
C13 2.344 2.920 1.974
C14 3.156 3.005 3.110
C15 4.457 3.464 3.021
C16 4.981 3.855 1.796
C17 4.178 3.773 0.669
C18 2.870 3.310 0.743
H7 -2.010 1.868 1.593
H8 -1.052 1.237 2.811
H9 0.872 2.191 3.153
H10 2.769 2.661 4.064
H11 5.073 3.488 3.912
H12 6.006 4.198 1.722
H13 4.577 4.056 -0.299
H14 2.273 3.245 -0.149
Se1 -3.193 -3.504 0.191
N5 -4.668 -2.494 0.173
C19 -4.299 -1.228 -0.037
C20 -5.170 -0.131 -0.126
C21 -4.628 1.120 -0.384
C22 -3.254 1.277 -0.526
N6 -2.379 0.264 -0.411
C23 -2.888 -0.952 -0.192
N7 -2.117 -2.044 -0.117
H15 -6.235 -0.284 -0.004
H16 -5.268 1.988 -0.478
H17 -2.814 2.242 -0.740
Se2 -0.265 -2.069 -0.407



A structure of composition C23H17F6IN3O6S3V, computed with ωB97M-V with the def2-TZVPD basis set.

The relative energy (zero: lowest compared OMol25 entry of this formula, charge and spin) is 41.0 kcal per mole. The calculation puts the highest occupied orbital energy (alpha / beta) at -8.06 / -8.08 eV. The value obtained for the frontier orbital gap (alpha / beta) is 7.970 / 7.970 eV. The total energy comes out at -123479.7135 eV.

Geometry (Å):
V1 -0.902 -0.377 0.976
F1 0.076 -3.180 2.928
C1 0.121 -2.228 3.836
F2 1.280 -1.608 3.825
F3 -0.088 -2.760 5.036
S1 -1.265 -0.951 3.599
O1 -0.699 0.334 3.214
O2 -2.017 -1.058 4.803
N1 -2.079 -1.550 2.283
S2 -3.309 -0.585 1.867
O3 -2.727 0.643 1.295
O4 -4.368 -0.444 2.806
C2 -4.059 -1.515 0.406
F4 -4.084 -0.712 -0.644
F5 -5.306 -1.795 0.770
F6 -3.424 -2.629 0.118
I1 2.852 -7.470 -0.748
C3 2.502 -5.464 -0.293
C4 3.554 -4.670 0.143
C5 3.318 -3.331 0.424
C6 2.041 -2.805 0.296
C7 0.993 -3.615 -0.124
C8 1.221 -4.947 -0.436
C9 1.834 -1.354 0.580
O5 2.627 -0.512 0.270
O6 0.694 -1.068 1.239
H1 4.547 -5.086 0.254
H2 4.128 -2.686 0.744
H3 -0.003 -3.199 -0.214
H4 0.411 -5.576 -0.782
N2 -1.776 2.162 -1.234
C10 -0.817 2.688 -0.473
S3 0.130 1.770 0.593
N3 -0.595 4.011 -0.630
C11 0.397 4.784 0.061
C12 0.299 4.977 1.431
C13 1.238 5.766 2.075
C14 2.262 6.368 1.352
C15 2.355 6.166 -0.017
C16 1.421 5.368 -0.666
H5 -1.994 1.186 -1.103
H6 -2.434 2.747 -1.721
H7 -1.021 4.453 -1.429
H8 -0.502 4.501 1.985
H9 1.166 5.916 3.144
H10 2.988 6.993 1.858
H11 3.160 6.616 -0.582
H12 1.494 5.186 -1.733
C17 -1.029 -0.665 -0.686
C18 -0.752 -0.731 -2.112
C19 0.392 -0.104 -2.628
C20 0.664 -0.154 -3.985
C21 -0.190 -0.837 -4.844
C22 -1.315 -1.474 -4.337
C23 -1.598 -1.420 -2.980
H13 1.061 0.406 -1.943
H14 1.553 0.330 -4.374
H15 0.025 -0.880 -5.905
H16 -1.977 -2.016 -5.002
H17 -2.476 -1.918 -2.585



A structure of composition C23H17N3O6OsS2, computed with ωB97M-V with the def2-TZVPD basis set.

The spin multiplicity is 5. The calculation puts the highest occupied orbital energy (alpha / beta) at -7.63 / -8.16 eV. The value obtained for the frontier orbital gap (alpha / beta) is 6.871 / 6.425 eV. The total energy comes out at -65018.7390 eV.

Geometry (Å):
Os1 -0.208 0.230 0.255
O1 -5.569 2.962 0.231
C1 -4.350 2.426 0.324
C2 -3.925 1.710 1.451
C3 -2.685 1.145 1.417
N1 -1.911 1.280 0.346
C4 -2.272 1.997 -0.719
C5 -3.494 2.596 -0.771
C6 -1.223 1.960 -1.804
O2 -1.360 2.572 -2.822
O3 -0.167 1.193 -1.489
C7 -2.045 0.267 2.466
O4 -2.567 0.088 3.526
O5 -0.869 -0.245 2.071
H1 -6.107 2.723 0.994
H2 -4.548 1.566 2.327
H3 -3.794 3.157 -1.647
C8 2.046 -3.136 -2.012
C9 1.858 -2.067 -0.967
N2 0.665 -1.887 -0.474
N3 -0.185 -2.937 -0.800
C10 -1.442 -2.728 -0.869
S1 -2.286 -1.240 -0.755
S2 -2.446 -4.180 -1.184
C11 -2.433 -4.169 -3.021
C12 -3.156 -3.018 -3.659
C13 -4.535 -3.059 -3.849
C14 -5.205 -1.974 -4.394
C15 -4.502 -0.827 -4.750
C16 -3.125 -0.783 -4.580
C17 -2.459 -1.875 -4.038
C18 3.021 -1.310 -0.510
C19 4.314 -1.783 -0.793
C20 5.439 -1.123 -0.362
C21 5.297 0.057 0.370
C22 4.042 0.529 0.676
C23 2.898 -0.154 0.258
O6 1.722 0.350 0.617
H4 1.203 -3.124 -2.695
H5 2.057 -4.123 -1.544
H6 2.961 -2.987 -2.578
H7 -2.902 -5.124 -3.257
H8 -1.387 -4.195 -3.321
H9 -5.087 -3.948 -3.558
H10 -6.279 -2.017 -4.537
H11 -5.029 0.032 -5.151
H12 -2.568 0.106 -4.855
H13 -1.382 -1.837 -3.902
H14 4.437 -2.712 -1.331
H15 6.423 -1.517 -0.588
H16 6.174 0.596 0.710
H17 3.899 1.427 1.267



A structure of composition C23H18AuF2N3O2S, computed with ωB97M-V with the def2-TZVPD basis set.

The relative energy (zero: lowest compared OMol25 entry of this formula, charge and spin) is 0.0 kcal per mole. The calculation puts the highest occupied orbital energy at -8.49 eV. The value obtained for the frontier orbital gap is 8.379 eV. The total energy comes out at -52670.3184 eV.

Geometry (Å):
Au1 0.239 1.941 -0.296
O1 3.600 -0.114 1.464
C1 2.570 0.125 0.827
N1 2.023 1.332 0.660
C2 2.820 2.450 1.107
C3 2.710 3.587 0.122
C4 3.670 4.588 0.031
C5 3.504 5.605 -0.889
C6 2.380 5.606 -1.706
C7 1.465 4.586 -1.561
N2 1.631 3.605 -0.667
C8 1.867 -1.045 0.163
C9 2.091 -2.319 0.677
C10 1.490 -3.399 0.056
C11 0.701 -3.174 -1.064
C12 0.545 -1.871 -1.505
N3 1.110 -0.824 -0.908
H1 3.865 2.156 1.223
H2 2.491 2.820 2.089
H3 4.538 4.549 0.675
H4 4.247 6.387 -0.977
H5 2.217 6.379 -2.443
H6 0.569 4.531 -2.166
H7 2.739 -2.427 1.534
H8 1.643 -4.404 0.431
H9 0.223 -3.989 -1.591
H10 -0.062 -1.651 -2.378
F1 -3.588 2.273 -2.277
C13 -2.560 2.938 -1.673
F2 -1.853 3.566 -2.660
H11 -2.990 3.710 -1.033
C14 -2.031 -5.119 0.335
C15 -2.964 -5.407 1.478
O2 -3.272 -6.509 1.837
S1 -3.667 -4.024 2.385
C16 -3.011 -2.586 1.569
C17 -3.734 -1.975 0.548
C18 -3.253 -0.826 -0.054
C19 -2.043 -0.273 0.369
C20 -1.320 -0.884 1.389
C21 -1.805 -2.033 1.991
C22 -1.564 0.949 -0.241
C23 -1.704 1.998 -0.934
H12 -1.719 -6.067 -0.097
H13 -1.165 -4.560 0.690
H14 -2.522 -4.502 -0.417
H15 -4.676 -2.403 0.233
H16 -3.811 -0.348 -0.849
H17 -0.381 -0.448 1.708
H18 -1.252 -2.504 2.793



A structure of composition C23H18BrCuN2O4S, computed with ωB97M-V with the def2-TZVPD basis set.

The spin multiplicity is 2. The relative energy (zero: lowest compared OMol25 entry of this formula, charge and spin) is 3.0 kcal per mole. The calculation puts the highest occupied orbital energy (alpha / beta) at -4.73 / -4.68 eV. The value obtained for the frontier orbital gap (alpha / beta) is 7.190 / 7.014 eV. The total energy comes out at -160832.1465 eV. As for the net charge: -1.

Geometry (Å):
Cu1 1.723 -0.785 -1.375
O1 1.085 3.249 1.647
C1 1.349 3.896 0.466
C2 1.631 5.256 0.424
C3 1.841 5.880 -0.798
C4 1.768 5.145 -1.973
C5 1.500 3.783 -1.914
C6 1.294 3.143 -0.702
C7 1.073 1.637 -0.659
O2 1.463 1.007 -1.793
N1 -0.386 1.409 -0.373
N2 -0.945 0.282 -0.717
C8 -2.148 0.025 -0.339
C9 -2.844 -1.186 -0.733
Br1 -1.987 -2.247 -2.060
C10 -4.036 -1.612 -0.297
C11 -4.842 -1.015 0.782
C12 -6.237 -1.021 0.667
C13 -7.044 -0.481 1.656
C14 -6.476 0.074 2.796
C15 -5.095 0.062 2.940
C16 -4.288 -0.480 1.949
H1 1.302 3.830 2.381
H2 1.684 5.823 1.349
H3 2.067 6.939 -0.824
H4 1.932 5.629 -2.929
H5 1.478 3.170 -2.807
H6 1.618 1.268 0.221
H7 -0.852 2.013 0.292
H8 -2.708 0.739 0.266
H9 -4.472 -2.469 -0.798
H10 -6.686 -1.454 -0.220
H11 -8.122 -0.493 1.537
H12 -7.104 0.497 3.572
H13 -4.640 0.470 3.835
H14 -3.216 -0.523 2.096
O3 5.181 -0.971 0.656
C17 4.196 -1.370 0.043
O4 3.195 -0.593 -0.222
C18 4.171 -2.832 -0.385
C19 5.394 -3.501 -0.258
C20 5.535 -4.847 -0.538
C21 4.418 -5.569 -0.944
C22 3.203 -4.929 -1.085
C23 3.050 -3.555 -0.829
S1 1.417 -2.937 -1.092
H15 6.233 -2.915 0.090
H16 6.500 -5.330 -0.433
H17 4.497 -6.630 -1.157
H18 2.329 -5.480 -1.413



A structure of composition C23H18BrIN5O3Re, computed with ωB97M-V with the def2-TZVPD basis set.

The spin multiplicity is 4. The relative energy (zero: lowest compared OMol25 entry of this formula, charge and spin) is 0.0 kcal per mole. The calculation puts the highest occupied orbital energy (alpha / beta) at -10.55 / -10.94 eV. The value obtained for the frontier orbital gap (alpha / beta) is 7.247 / 6.363 eV. The total energy comes out at -118006.3723 eV. As for the net charge: +1.

Geometry (Å):
Re1 0.760 0.093 0.756
O1 2.235 -3.043 -1.491
C1 1.852 -1.985 -1.054
N1 1.289 -1.757 0.176
C2 0.555 -2.788 0.815
C3 0.978 -4.094 0.986
C4 0.137 -4.975 1.651
C5 -1.089 -4.551 2.138
C6 -1.523 -3.244 1.956
C7 -0.694 -2.361 1.274
N2 -0.951 -0.997 0.975
C8 -2.200 -0.469 0.979
O2 -3.242 -1.024 1.258
C9 -2.192 0.973 0.557
C10 -3.397 1.600 0.313
C11 -3.394 2.920 -0.102
C12 -2.173 3.561 -0.239
C13 -1.009 2.873 0.043
N3 -0.999 1.586 0.433
C14 1.829 -0.742 -1.888
C15 2.387 -0.709 -3.146
C16 2.295 0.460 -3.883
C17 1.649 1.551 -3.322
C18 1.118 1.442 -2.054
N4 1.186 0.308 -1.344
H1 1.940 -4.405 0.609
H2 0.448 -6.002 1.794
H3 -1.727 -5.248 2.665
H4 -2.488 -2.924 2.316
H5 -4.301 1.024 0.451
H6 -4.320 3.438 -0.312
H7 -2.109 4.593 -0.552
H8 -0.054 3.367 -0.008
H9 2.878 -1.601 -3.509
H10 2.724 0.524 -4.873
H11 1.559 2.487 -3.854
H12 0.639 2.285 -1.586
Br1 2.644 -1.912 3.199
C19 1.401 -0.661 3.809
C20 1.260 -0.543 5.187
C21 0.351 0.354 5.703
C22 -0.405 1.116 4.822
C23 -0.211 0.945 3.475
N5 0.681 0.074 2.949
H13 1.869 -1.164 5.826
H14 0.229 0.454 6.773
H15 -1.139 1.828 5.169
H16 -0.780 1.523 2.765
I1 3.389 0.933 0.926
O3 1.281 3.373 1.555
H17 1.100 3.923 2.326
H18 2.230 3.185 1.593



A structure of composition C23H18BrIrN3O2S2, computed with ωB97M-V with the def2-TZVPD basis set.

The spin multiplicity is 6. The relative energy (zero: lowest compared OMol25 entry of this formula, charge and spin) is 0.0 kcal per mole. The calculation puts the highest occupied orbital energy (alpha / beta) at -12.59 / -13.42 eV. The value obtained for the frontier orbital gap (alpha / beta) is 6.433 / 3.986 eV. The total energy comes out at -127240.9426 eV. As for the net charge: +2.

Geometry (Å):
Ir1 -1.009 0.153 0.203
O1 -0.530 1.048 -4.592
C1 -0.345 -0.302 -4.587
C2 -0.573 -0.979 -5.779
C3 -0.410 -2.351 -5.829
C4 -0.030 -3.065 -4.696
C5 0.212 -2.388 -3.516
C6 0.077 -1.001 -3.453
C7 0.419 -0.213 -2.228
O2 -0.760 0.370 -1.656
N1 1.094 -1.025 -1.209
N2 0.737 -0.792 0.053
C8 1.449 -1.326 1.108
C9 1.104 -1.117 2.386
Br1 -0.643 -0.088 2.632
C10 1.734 -1.435 3.617
C11 3.075 -1.141 3.933
C12 3.604 -1.658 5.145
C13 4.914 -1.430 5.493
C14 5.734 -0.669 4.660
C15 5.230 -0.129 3.474
C16 3.925 -0.358 3.109
H1 -0.717 1.377 -3.706
H2 -0.884 -0.415 -6.647
H3 -0.589 -2.872 -6.760
H4 0.084 -4.139 -4.739
H5 0.516 -2.943 -2.637
H6 1.071 0.637 -2.476
H7 2.040 -1.342 -1.390
H8 2.303 -1.957 0.886
H9 1.130 -1.940 4.363
H10 2.962 -2.246 5.789
H11 5.308 -1.839 6.413
H12 6.764 -0.490 4.936
H13 5.869 0.478 2.848
H14 3.537 0.087 2.203
S1 -3.078 -1.543 -0.032
C17 -3.768 -0.034 0.036
N3 -2.897 1.003 0.163
C18 -3.499 2.197 0.205
C19 -2.868 3.459 0.318
C20 -3.664 4.564 0.340
C21 -5.079 4.455 0.252
C22 -5.719 3.236 0.138
C23 -4.925 2.099 0.113
S2 -5.423 0.453 -0.029
H15 -1.791 3.526 0.380
H16 -3.223 5.548 0.424
H17 -5.672 5.360 0.272
H18 -6.796 3.177 0.069



A structure of composition C23H18Cl4GeKN4O3, computed with ωB97M-V with the def2-TZVPD basis set.

The spin multiplicity is 2. The relative energy (zero: lowest compared OMol25 entry of this formula, charge and spin) is 0.0 kcal per mole. The calculation puts the highest occupied orbital energy (alpha / beta) at -6.75 / -8.29 eV. The value obtained for the frontier orbital gap (alpha / beta) is 6.362 / 7.674 eV. The total energy comes out at -159182.3804 eV.

Geometry (Å):
K1 2.120 -0.558 -2.425
Cl1 -0.835 5.009 1.592
C1 0.344 3.897 0.948
C2 1.409 4.364 0.186
C3 2.305 3.466 -0.356
C4 2.156 2.078 -0.185
O1 3.039 1.268 -0.751
C5 1.064 1.624 0.588
C6 0.752 0.224 0.846
N1 1.233 -0.777 0.216
C7 0.880 -2.057 0.684
C8 0.946 -2.379 2.014
C9 0.633 -3.678 2.463
C10 0.262 -4.644 1.577
C11 0.203 -4.350 0.193
C12 -0.169 -5.316 -0.767
C13 -0.200 -4.980 -2.088
C14 0.159 -3.666 -2.449
N2 0.512 -2.737 -1.597
C15 0.529 -3.057 -0.270
C16 0.195 2.550 1.171
H1 1.536 5.427 0.031
H2 3.156 3.812 -0.927
H3 0.010 0.059 1.638
H4 1.298 -1.634 2.716
H5 0.705 -3.903 3.519
H6 0.023 -5.646 1.911
H7 -0.423 -6.316 -0.438
H8 -0.480 -5.692 -2.851
H9 0.153 -3.384 -3.499
H10 -0.613 2.190 1.798
Cl2 3.740 0.565 2.281
Ge1 4.086 -0.197 0.250
Cl3 6.079 0.600 -0.249
Cl4 4.409 -2.446 0.743
O2 -3.048 0.311 2.733
C17 -3.921 1.136 2.004
N3 -3.291 1.722 0.837
C18 -2.848 0.877 -0.134
O3 -3.096 -0.318 -0.109
C19 -1.984 1.481 -1.193
C20 -1.941 2.837 -1.478
C21 -0.990 3.300 -2.370
C22 -0.108 2.389 -2.924
N4 -0.152 1.078 -2.676
C23 -1.087 0.639 -1.839
H11 -2.917 -0.488 2.207
H12 -4.230 1.943 2.664
H13 -4.797 0.579 1.669
H14 -2.835 2.615 0.942
H15 -2.629 3.530 -1.010
H16 -0.914 4.351 -2.611
H17 0.676 2.726 -3.592
H18 -1.104 -0.425 -1.630